Record 1
Entry from OMol25: a cluster of 11 separate species, C15H43N5O20 in total in a non-equilibrium geometry (ωB97M-V with the def2-TZVPD basis set).

Output
**ΔE to the lowest compared entry with this formula, charge and spin**: 0.00 kcal/mol
**SMILES**: C[N+](=O)[O-].C[N+](=O)[O-].C[N+](=O)[O-].C[N+](=O)[O-].C[N+](=O)[O-].COC(=O)OC.COC(=O)OC.CO.CO.CO.CO
**Charge**: 0
**Max |F|**: 3.04 eV Å⁻¹

XYZ file:
```
83
Properties=species:S:1:pos:R:3:mulliken_charge:R:1
C 3.919 4.432 -4.003 -0.689
N 5.387 4.322 -4.225 0.855
O 5.873 4.972 -5.123 -0.511
O 5.997 3.548 -3.521 -0.502
H 3.764 4.777 -2.981 0.270
H 3.537 3.439 -4.243 0.270
H 3.403 5.143 -4.648 0.305
C -2.188 3.792 -3.378 -0.672
N -2.623 4.361 -4.672 0.827
O -3.765 3.954 -4.997 -0.513
O -1.856 5.019 -5.355 -0.501
H -1.448 3.063 -3.710 0.266
H -3.100 3.313 -3.022 0.335
H -1.767 4.624 -2.814 0.258
C -3.692 -6.317 -0.021 -0.656
N -2.463 -6.956 -0.688 0.816
O -1.892 -7.823 -0.061 -0.506
O -2.293 -6.783 -1.882 -0.507
H -3.572 -5.239 -0.129 0.258
H -3.745 -6.760 0.974 0.317
H -4.474 -6.648 -0.705 0.278
C 3.068 5.411 4.837 -0.717
N 3.033 3.997 5.287 0.810
O 2.204 3.249 4.742 -0.485
O 3.794 3.598 6.158 -0.493
H 3.974 5.621 4.267 0.285
H 3.098 6.067 5.707 0.293
H 2.283 5.753 4.163 0.306
C 0.041 -2.402 -6.241 -0.664
N 1.404 -2.185 -6.703 0.805
O 1.824 -1.036 -6.818 -0.507
O 2.098 -3.211 -6.883 -0.491
H -0.364 -3.257 -6.784 0.263
H -0.512 -1.463 -6.209 0.298
H 0.344 -2.605 -5.214 0.296
C -6.507 4.821 0.739 -0.660
O -6.717 3.422 0.748 -0.271
C -6.510 2.786 1.946 0.746
O -6.253 3.287 3.040 -0.554
O -6.932 1.536 1.775 -0.289
C -6.650 0.573 2.786 -0.657
H -7.103 5.356 1.479 0.301
H -6.851 5.311 -0.172 0.255
H -5.443 5.027 0.856 0.285
H -5.585 0.368 2.685 0.290
H -7.251 -0.333 2.709 0.230
H -6.821 0.974 3.786 0.323
C 0.392 -2.741 5.608 -0.663
O 1.719 -3.143 5.686 -0.301
C 2.307 -3.913 4.720 0.829
O 1.784 -4.208 3.642 -0.591
O 3.559 -4.268 5.146 -0.297
C 4.415 -4.849 4.144 -0.632
H -0.210 -3.357 6.276 0.264
H -0.033 -2.867 4.612 0.309
H 0.311 -1.663 5.747 0.263
H 4.014 -5.028 3.146 0.327
H 4.763 -5.791 4.567 0.241
H 5.250 -4.160 4.021 0.252
C -6.567 -1.174 -2.743 -0.476
O -6.873 -2.442 -2.214 -0.507
H -5.910 -1.434 -3.573 0.222
H -7.440 -0.575 -3.004 0.291
H -5.935 -0.706 -1.988 0.169
H -7.799 -2.614 -2.397 0.302
C 5.691 -2.022 -2.200 -0.491
O 4.875 -1.703 -1.084 -0.490
H 5.496 -3.057 -2.481 0.243
H 5.429 -1.305 -2.978 0.229
H 6.757 -1.859 -2.044 0.214
H 3.979 -2.042 -1.142 0.298
C 0.030 -0.395 0.278 -0.418
O 0.147 -1.708 -0.261 -0.504
H 0.564 0.319 -0.348 0.192
H -1.042 -0.206 0.318 0.202
H 0.396 -0.463 1.303 0.216
H 0.444 -2.330 0.407 0.309
C 6.651 1.539 2.893 -0.502
O 5.890 1.951 1.769 -0.487
H 6.247 0.601 3.274 0.218
H 7.620 1.186 2.541 0.267
H 6.777 2.357 3.603 0.212
H 5.634 1.173 1.268 0.290
```


Record 2
Entry from OMol25: a structure of composition C15H44Br2NO12S2Si in a non-equilibrium geometry (ωB97M-V with the def2-TZVPD basis set).

Output
**Charge**: -1
**Max |F|**: 6.41 eV Å⁻¹

XYZ file:
```
77
Properties=species:S:1:pos:R:3:mulliken_charge:R:1
C -4.858 -0.119 -4.570 -1.041
C -4.622 -1.097 -3.321 0.415
Br -5.082 -0.402 -1.520 -0.116
C -4.102 -2.404 -3.444 0.018
Br -3.643 -3.068 -5.269 -0.093
S -3.815 -3.468 -1.957 1.001
O -5.030 -3.675 -1.100 -0.630
O -3.406 -4.838 -2.478 -0.702
N -2.526 -2.904 -0.961 -0.476
S -1.270 -2.228 -1.911 1.187
O -1.580 -0.784 -2.292 -0.677
O -1.035 -3.097 -3.139 -0.568
C 0.327 -2.181 -0.942 -0.621
C 1.362 -1.305 -1.824 -0.269
O 1.783 -2.160 -2.905 -0.410
Si 2.112 -1.284 -4.354 0.751
C 2.769 -2.595 -5.625 -1.062
C 0.589 -0.471 -5.171 -0.759
C 3.480 0.043 -4.207 -0.881
H -3.868 0.137 -5.091 0.246
H -5.303 0.883 -4.250 0.218
H -5.617 -0.577 -5.300 0.328
H 0.738 -3.254 -0.914 0.336
H 0.203 -1.775 0.118 0.143
H 0.919 -0.310 -2.152 0.297
H 2.233 -1.067 -1.108 0.231
H 3.487 -3.318 -5.093 0.266
H 1.883 -3.127 -6.092 0.267
H 3.355 -1.997 -6.395 0.268
H 0.872 0.590 -5.517 0.321
H -0.329 -0.408 -4.498 0.100
H 0.277 -1.119 -6.066 0.251
H 3.808 0.297 -5.279 0.182
H 4.414 -0.386 -3.701 0.215
H 3.110 1.004 -3.728 0.339
C 1.001 -0.574 3.230 -0.474
O 0.997 -0.152 1.872 -0.488
H 1.876 -1.202 3.401 0.209
H 1.049 0.297 3.885 0.180
H 0.096 -1.150 3.439 0.277
H 0.215 0.400 1.748 0.272
C 3.829 1.037 5.733 -0.760
O 2.670 1.554 5.091 -0.411
H 3.730 -0.045 5.819 0.295
H 4.716 1.273 5.140 0.294
H 3.921 1.472 6.732 0.301
H 2.782 2.510 5.028 0.244
C -4.128 -1.163 2.357 -0.476
O -2.739 -1.357 2.143 -0.492
H -4.287 -0.850 3.389 0.247
H -4.499 -0.387 1.682 0.117
H -4.661 -2.101 2.177 0.257
H -2.628 -1.636 1.221 0.307
C 0.950 0.807 8.500 -0.490
O 1.626 0.020 7.530 -0.516
H 0.483 0.144 9.229 0.275
H 1.665 1.458 9.009 0.149
H 0.178 1.409 8.012 0.237
H 2.029 0.630 6.899 0.380
C 7.206 1.401 -4.985 -0.548
O 6.140 1.140 -5.885 -0.439
H 6.810 1.427 -3.970 0.206
H 7.956 0.609 -5.060 0.270
H 7.661 2.367 -5.220 0.264
H 6.514 1.122 -6.773 0.270
C 1.573 4.416 10.287 -0.567
O 2.252 3.633 9.316 -0.436
H 1.107 3.750 11.013 0.220
H 2.284 5.069 10.800 0.266
H 0.800 5.018 9.802 0.269
H 2.653 4.244 8.687 0.266
C -7.801 2.807 -3.450 -0.573
O -6.615 2.643 -2.689 -0.463
H -7.692 3.688 -4.083 0.218
H -7.962 1.928 -4.079 0.261
H -8.654 2.947 -2.780 0.269
H -6.736 1.859 -2.137 0.237
```


Record 3
Entry from OMol25: a cluster of 7 separate species, C15H44F3N3O11S in total in a non-equilibrium geometry (ωB97M-V with the def2-TZVPD basis set).

Output
**ΔE to the lowest compared entry with this formula, charge and spin**: 15.35 kcal/mol
**Charge**: 0
**Max |F|**: 2.02 eV Å⁻¹

XYZ file:
```
77
Properties=species:S:1:pos:R:3:mulliken_charge:R:1
N 1.561 -0.419 -0.347 0.423
H 2.479 0.108 -0.303 0.315
H 0.829 0.170 0.049 0.061
H 1.549 -1.314 0.157 0.015
H 1.256 -0.653 -1.309 0.514
C -0.621 -3.081 -3.756 0.592
F -1.559 -3.013 -4.703 -0.245
F -1.231 -3.087 -2.571 -0.182
F 0.096 -4.182 -3.887 -0.224
S 0.502 -1.567 -3.940 1.150
O -0.334 -0.389 -3.955 -0.779
O 1.334 -1.658 -2.721 -0.855
O 1.246 -1.829 -5.149 -0.633
C -0.578 1.625 2.384 -0.295
C -0.519 1.825 3.895 -0.711
O -0.940 0.585 4.475 -0.510
O 0.417 0.673 2.029 -0.210
H -0.320 2.571 1.910 0.359
H -1.578 1.267 2.128 0.192
H -1.134 2.687 4.167 0.465
H 0.524 2.010 4.166 0.271
H -1.211 0.779 5.377 0.281
H 0.296 -0.093 2.601 0.104
C 2.948 -3.562 1.488 -0.484
C 1.499 -3.725 1.029 -0.614
O 0.699 -2.585 1.348 -0.352
O 3.461 -2.365 0.864 -0.387
H 3.503 -4.442 1.155 0.467
H 3.037 -3.460 2.572 0.236
H 1.114 -4.600 1.564 0.427
H 1.494 -3.890 -0.046 0.251
H 0.622 -2.523 2.305 0.207
H 4.241 -2.675 0.392 0.263
C -1.250 2.959 -2.573 -0.980
C -0.495 2.126 -1.530 0.359
O -0.902 0.771 -1.489 -0.092
O -1.234 2.491 -3.903 -0.495
H -0.872 3.981 -2.497 0.386
H -2.284 3.042 -2.220 0.334
H -0.606 2.596 -0.550 0.084
H 0.592 2.156 -1.690 0.105
H -0.724 0.338 -2.354 0.063
H -1.921 1.817 -3.938 0.308
C 4.484 1.484 1.738 -1.400
C 3.788 2.292 0.638 0.687
C 4.584 3.520 0.207 -0.875
O 3.746 4.242 -0.673 -0.221
C 4.040 5.610 -0.793 -0.818
N 3.579 1.423 -0.551 -0.816
H 4.377 1.934 2.726 0.381
H 5.530 1.304 1.494 0.356
H 3.926 0.552 1.844 0.267
H 2.791 2.634 0.918 0.090
H 5.547 3.266 -0.254 0.344
H 4.807 4.139 1.086 0.435
H 3.282 6.004 -1.469 0.243
H 5.059 5.772 -1.158 0.303
H 3.941 6.162 0.150 0.322
H 4.498 1.302 -0.984 0.257
H 3.186 2.029 -1.277 0.236
C -6.722 -1.122 -0.236 -1.420
C -5.891 -2.392 -0.086 0.681
C -4.766 -2.205 0.911 -0.754
O -3.805 -1.347 0.296 -0.226
C -2.478 -1.623 0.693 -0.554
N -6.751 -3.479 0.397 -0.744
H -6.090 -0.255 -0.443 0.308
H -7.157 -0.798 0.715 0.343
H -7.505 -1.240 -0.984 0.353
H -5.513 -2.620 -1.088 0.220
H -4.343 -3.188 1.143 0.307
H -5.098 -1.682 1.811 0.267
H -2.134 -2.604 0.347 0.386
H -2.468 -1.632 1.791 0.374
H -1.789 -0.875 0.305 -0.046
H -6.217 -4.341 0.484 0.247
H -7.423 -3.730 -0.322 0.278
```


no.,gap between HOMO and LUMO (eV),molecular weight (g mol⁻¹),total energy (Eh)
1,9.67,613.52,-2375.25195
2,6.93,682.54,-7789.30115
3,9.18,531.59,-2287.54949